1.
Density functional theory data (ωB97M-V/def2-TZVPD) for a cluster of 2 separate species, C27H47B2ClINO20P2 in total in a non-equilibrium geometry.

Calculated values
strongest force on any atom	7.27	eV Å⁻¹
E_tot	-111755.3792	eV

```
! RIJCOSX wB97M-V def2-TZVPD def2/J DEFGRID3
* xyz 0 1
C 1.8535 3.4681 -3.7021
C 0.3971 2.8957 -4.0318
C 0.1421 1.3805 -3.4569
C -0.3700 1.4468 -1.9514
N -0.1132 0.3993 -0.9310
C 1.2653 0.6085 -0.2921
C 2.4181 1.3044 -1.1154
C 3.7667 1.1728 -0.2371
O 4.9067 1.1346 -0.7275
O 3.6686 1.0812 1.1804
C -1.1708 0.6694 0.1848
C -1.2774 2.2088 0.6058
C -1.7107 2.6474 2.0553
C -2.0892 4.2349 1.9546
I -3.2785 1.7180 3.1715
O -2.4735 0.2326 -0.1639
C -3.6013 1.0008 -0.3891
C -4.8870 0.0006 -0.5120
C -5.4465 -0.3787 0.9360
C -5.9864 0.5731 -1.5258
C -6.7225 1.9076 -1.0298
C -7.0535 -0.6219 -1.8149
C -0.8902 -0.3170 1.4567
O -0.0641 0.2290 2.4877
C 0.3756 -0.7936 3.4096
C 0.7790 -0.0087 4.7757
C -0.4922 0.3597 5.6824
O 1.3275 1.2724 4.3079
O -0.3325 -1.5991 1.1437
C -0.5807 -2.0782 -0.1886
B -0.0069 -3.5780 -0.1783
O 1.0976 -3.8760 0.7173
O -0.5018 -4.7094 -0.9291
C -0.1843 -1.0635 -1.3916
P 1.4311 -1.6102 -2.3417
O 1.1596 -3.1340 -3.1170
Cl 3.0509 -2.1325 -1.1206
P -1.4643 -1.4419 -2.7558
O -2.1012 -2.8453 -2.6500
O -0.7842 -1.4788 -4.3528
O -2.7380 -0.3758 -2.9909
H 1.7308 4.2088 -2.8272
H 2.1523 4.1322 -4.5951
H 2.6523 2.6858 -3.5163
H -0.4689 3.5422 -3.6523
H 0.2486 2.8287 -5.1725
H -0.7409 1.0413 -4.1123
H 1.1086 0.8423 -3.6719
H -1.4980 1.6683 -2.0559
H 0.0455 2.4822 -1.6470
H 1.6410 -0.3564 0.2166
H 1.2208 1.2773 0.6484
H 2.2085 2.4373 -1.1373
H 2.6665 0.9091 -2.1420
H 4.4136 1.5532 1.6081
H -0.2478 2.7364 0.4957
H -1.8539 2.8752 -0.1434
H -0.7650 2.6418 2.7176
H -1.1017 4.7857 1.7274
H -2.8613 4.4436 1.1481
H -2.4009 4.6139 2.9945
H -3.9562 1.8347 0.2904
H -3.5675 1.4955 -1.4394
H -4.4844 -0.9657 -0.9876
H -6.1398 -1.2732 0.8082
H -4.5560 -0.7494 1.5614
H -5.9028 0.4921 1.5086
H -5.5409 0.8168 -2.5619
H -6.4035 2.8333 -1.6368
H -7.8679 1.8676 -1.1393
H -6.4198 2.1236 0.0536
H -7.8379 -0.6197 -0.9871
H -6.4851 -1.6046 -1.7300
H -7.5316 -0.5089 -2.8488
H -1.8913 -0.5811 1.9760
H -0.4484 -1.5264 3.7239
H 1.3391 -1.3270 3.0870
H 1.5548 -0.5956 5.3800
H -1.4968 0.2369 5.1626
H -0.4319 1.4451 6.0643
H -0.4716 -0.2925 6.6219
H 1.7331 1.7376 5.0660
H -1.7340 -2.1942 -0.2422
H 1.1161 -4.8560 0.8082
H 0.3036 -5.2226 -1.1691
H 1.9604 -3.3552 -3.6432
H -1.5594 -1.7237 -4.9151
H -2.7305 0.0909 -3.8513
B 7.6922 -2.9870 1.3836
O 7.0996 -3.4592 0.1192
C 7.7757 -2.8752 -0.8717
O 7.5445 -3.0465 -2.0438
C 8.8231 -2.0096 -0.3131
O 9.6058 -1.3434 -0.9433
O 8.7836 -2.0669 1.0187
O 6.6831 -2.3058 2.2148
C 6.6112 -2.9676 3.3697
O 5.8757 -2.6704 4.2795
C 7.5550 -4.0948 3.3495
O 7.7328 -4.8883 4.2397
O 8.1993 -4.1162 2.1816
*
```

Mulliken atomic charge list, values in e, 99 entries: atom 1 (C): -0.848, atom 2 (C): -0.751, atom 3 (C): -0.092, atom 4 (C): -0.898, atom 5 (N): 1.704, atom 6 (C): -0.889, atom 7 (C): 0.037, atom 8 (C): 0.083, atom 9 (O): -0.553, atom 10 (O): -0.367, atom 11 (C): 0.710, atom 12 (C): -0.862, atom 13 (C): -0.479, atom 14 (C): -1.126, atom 15 (I): 0.093, atom 16 (O): -0.324, atom 17 (C): -0.439, atom 18 (C): 0.452, atom 19 (C): -1.133, atom 20 (C): 0.837, atom 21 (C): -1.217, atom 22 (C): -1.332, atom 23 (C): -1.811, atom 24 (O): 0.074, atom 25 (C): -0.611, atom 26 (C): 0.274, atom 27 (C): -0.987, atom 28 (O): -0.534, atom 29 (O): -0.033, atom 30 (C): -0.954, atom 31 (B): 0.957, atom 32 (O): -0.530, atom 33 (O): -0.637, atom 34 (C): 0.232, atom 35 (P): 0.120, atom 36 (O): -0.413, atom 37 (Cl): -0.107, atom 38 (P): 1.207, atom 39 (O): -0.770, atom 40 (O): -0.534, atom 41 (O): -0.553, atom 42 (H): 0.253, atom 43 (H): 0.371, atom 44 (H): 0.171, atom 45 (H): 0.269, atom 46 (H): 0.501, atom 47 (H): 0.171, atom 48 (H): 0.176, atom 49 (H): 0.046, atom 50 (H): 0.563, atom 51 (H): 0.206, atom 52 (H): 0.481, atom 53 (H): 0.158, atom 54 (H): 0.212, atom 55 (H): 0.345, atom 56 (H): 0.550, atom 57 (H): 0.580, atom 58 (H): 0.426, atom 59 (H): 0.328, atom 60 (H): 0.279, atom 61 (H): 0.412, atom 62 (H): 0.124, atom 63 (H): -0.246, atom 64 (H): 0.190, atom 65 (H): 0.426, atom 66 (H): 0.200, atom 67 (H): 0.158, atom 68 (H): 0.270, atom 69 (H): 0.235, atom 70 (H): 0.352, atom 71 (H): 0.255, atom 72 (H): 0.359, atom 73 (H): 0.302, atom 74 (H): 0.357, atom 75 (H): 0.671, atom 76 (H): 0.267, atom 77 (H): 0.241, atom 78 (H): 0.477, atom 79 (H): 0.079, atom 80 (H): 0.265, atom 81 (H): 0.334, atom 82 (H): 0.327, atom 83 (H): 0.162, atom 84 (H): 0.252, atom 85 (H): 0.273, atom 86 (H): 0.427, atom 87 (H): 0.372, atom 88 (H): 0.375, atom 89 (B): 1.138, atom 90 (O): -0.469, atom 91 (C): 0.600, atom 92 (O): -0.634, atom 93 (C): 0.577, atom 94 (O): -0.609, atom 95 (O): -0.501, atom 96 (O): -0.438, atom 97 (C): 0.637, atom 98 (O): -0.649, atom 99 (C): 0.489


2.
Density functional theory data (ωB97M-V/def2-TZVPD) for a cluster of 3 separate species, C13H29Br2FO11P2 in total in a non-equilibrium geometry.

Calculated values
strongest force on any atom	5.35	eV Å⁻¹
E_tot	-197856.2129	eV
SMILES string	C[C@@H](Br)[C@@H](Br)OC(=O)OCCCF.COP(=O)(OC)OC.COP(=O)(OC)OC

```
! RIJCOSX wB97M-V def2-TZVPD def2/J DEFGRID3
* xyz 0 1
C 4.1015 2.1240 -3.2463
C 3.6184 0.6052 -2.8900
Br 4.6975 0.0176 -1.3328
C 2.0257 0.6909 -2.5797
Br 1.1829 1.1124 -4.3669
O 1.4881 -0.5503 -2.0639
C 0.1021 -0.7147 -2.4413
O -0.1297 -1.7208 -3.1675
O -0.9087 0.1529 -1.9808
C -2.0584 0.1701 -2.8647
C -3.2213 0.9739 -2.0569
C -4.6341 0.9558 -2.8018
F -4.8659 2.1545 -3.5812
H 3.2050 2.8260 -3.0965
H 4.9172 2.4400 -2.4966
H 4.5302 2.1651 -4.3106
H 3.7085 -0.0763 -3.8144
H 1.8877 1.5331 -1.8224
H -2.4925 -0.8550 -3.1103
H -1.8496 0.6816 -3.8806
H -3.3222 0.4021 -1.0558
H -2.8550 2.0301 -1.7708
H -4.7927 -0.0126 -3.3924
H -5.4431 0.9530 -1.9750
C 5.9326 -1.0541 2.0562
O 7.1036 -0.2477 2.0950
P 8.4955 -0.9832 2.3842
O 8.4032 -2.4193 2.7371
O 9.1702 -0.0579 3.5048
C 8.5419 -0.0412 4.7779
O 9.3533 -0.6514 1.0793
C 10.7146 -1.0599 1.0859
H 5.6814 -1.3856 3.0658
H 5.1094 -0.4531 1.6677
H 6.0765 -1.9176 1.4044
H 8.3068 -1.0553 5.1093
H 7.6272 0.5541 4.7312
H 9.2243 0.4141 5.4964
H 10.7890 -2.1374 1.2479
H 11.2643 -0.5284 1.8660
H 11.1558 -0.8164 0.1189
C -7.6635 2.1162 0.6074
O -7.3402 0.8856 1.2435
P -8.3250 -0.3524 0.9967
O -9.5667 -0.0479 0.2480
O -8.5551 -0.9327 2.4718
C -9.2850 -0.1114 3.3714
O -7.3699 -1.4412 0.3244
C -7.9252 -2.7307 0.1008
H -8.5347 2.5625 1.0912
H -6.8157 2.7942 0.7130
H -7.8635 1.9647 -0.4548
H -10.1851 0.2838 2.8948
H -8.6553 0.7129 3.7136
H -9.5784 -0.7136 4.2319
H -8.8153 -2.6591 -0.5281
H -8.1802 -3.2020 1.0526
H -7.1822 -3.3466 -0.4068
*
```

How positive or negative is each atom? The natural (NBO) charges in e answer that: atom 1 (C): -0.647, atom 2 (C): -0.288, atom 3 (Br): 0.016, atom 4 (C): 0.063, atom 5 (Br): -0.009, atom 6 (O): -0.528, atom 7 (C): 0.988, atom 8 (O): -0.568, atom 9 (O): -0.523, atom 10 (C): -0.080, atom 11 (C): -0.464, atom 12 (C): 0.035, atom 13 (F): -0.379, atom 14 (H): 0.221, atom 15 (H): 0.238, atom 16 (H): 0.236, atom 17 (H): 0.247, atom 18 (H): 0.212, atom 19 (H): 0.207, atom 20 (H): 0.202, atom 21 (H): 0.224, atom 22 (H): 0.234, atom 23 (H): 0.180, atom 24 (H): 0.179, atom 25 (C): -0.250, atom 26 (O): -0.811, atom 27 (P): 2.553, atom 28 (O): -1.101, atom 29 (O): -0.811, atom 30 (C): -0.261, atom 31 (O): -0.796, atom 32 (C): -0.261, atom 33 (H): 0.186, atom 34 (H): 0.194, atom 35 (H): 0.198, atom 36 (H): 0.197, atom 37 (H): 0.184, atom 38 (H): 0.197, atom 39 (H): 0.197, atom 40 (H): 0.188, atom 41 (H): 0.196, atom 42 (C): -0.249, atom 43 (O): -0.811, atom 44 (P): 2.553, atom 45 (O): -1.099, atom 46 (O): -0.810, atom 47 (C): -0.262, atom 48 (O): -0.800, atom 49 (C): -0.261, atom 50 (H): 0.188, atom 51 (H): 0.193, atom 52 (H): 0.196, atom 53 (H): 0.198, atom 54 (H): 0.184, atom 55 (H): 0.198, atom 56 (H): 0.198, atom 57 (H): 0.190, atom 58 (H): 0.197


3.
Density functional theory data (ωB97M-V/def2-TZVPD) for the molecule C21H24BCl2F3NO6PS in a non-equilibrium geometry.

Calculated values
strongest force on any atom	1.15	eV Å⁻¹
E_tot	-89941.5442	eV
SMILES string	CCOB(O)c1c2c(cc(CCC(F)(F)F)c1P(O)Cl)N(Cl)c1c(COCOCCO)cccc1S2

```
! RIJCOSX wB97M-V def2-TZVPD def2/J DEFGRID3
* xyz 0 1
C 2.3808 2.6507 2.8991
C 3.6742 2.1123 2.2895
O 3.9894 0.8337 2.8420
B 4.0934 -0.2337 1.9817
O 5.0592 -1.1566 2.2335
C 3.0943 -0.4962 0.7741
C 1.7832 -0.8498 1.1042
C 0.8092 -1.0732 0.1402
C 1.1628 -0.9676 -1.1934
C 2.4603 -0.6550 -1.5721
C 2.7597 -0.6021 -3.0693
C 2.7282 0.8237 -3.6632
C 3.9903 1.2799 -4.3841
F 3.6407 1.8678 -5.5563
F 4.8316 0.3090 -4.7086
F 4.6466 2.2211 -3.7046
C 3.4462 -0.4020 -0.5957
P 5.1055 0.0590 -1.2613
O 5.4096 1.4484 -0.4361
Cl 6.4671 -1.2372 -0.4047
N -0.5462 -1.4035 0.4379
Cl -0.6871 -3.1399 0.7092
C -1.0786 -0.7140 1.5713
C -2.3963 -0.2465 1.5068
C -3.2344 -0.4148 0.2746
O -3.5473 -1.7795 0.0409
C -4.4751 -1.9259 -0.9707
O -5.7750 -1.9711 -0.4098
C -6.7718 -1.5492 -1.3083
C -7.1518 -0.0944 -1.0782
O -8.4474 0.2097 -1.5828
C -2.9472 0.3980 2.6106
C -2.2142 0.6067 3.7743
C -0.8997 0.1643 3.8346
C -0.3466 -0.4828 2.7326
S 1.3325 -1.0366 2.8118
H 1.5391 2.4065 2.2544
H 2.2435 2.2134 3.8825
H 2.4101 3.7336 2.9950
H 4.4814 2.8027 2.5326
H 3.6000 2.0982 1.2056
H 5.7226 -0.7745 2.8195
H 0.4119 -1.1565 -1.9463
H 1.9729 -1.1856 -3.5406
H 3.6873 -1.1303 -3.2546
H 1.9143 0.8920 -4.3721
H 2.5671 1.5228 -2.8492
H 6.0668 1.3180 0.2598
H -4.1654 0.1383 0.4143
H -2.7249 0.0391 -0.5805
H -4.2640 -2.8274 -1.5477
H -4.4290 -1.0737 -1.6604
H -7.6701 -2.1527 -1.1592
H -6.4691 -1.7090 -2.3462
H -6.4383 0.5584 -1.5842
H -7.1524 0.1113 -0.0111
H -8.7810 -0.5382 -2.0840
H -3.9634 0.7599 2.5608
H -2.6300 1.0988 4.6388
H -0.2750 0.3023 4.7031
*
```

How positive or negative is each atom? The natural (NBO) charges in e answer that: atom 1 (C): -0.635, atom 2 (C): -0.065, atom 3 (O): -0.723, atom 4 (B): 1.128, atom 5 (O): -0.872, atom 6 (C): -0.274, atom 7 (C): -0.184, atom 8 (C): 0.124, atom 9 (C): -0.194, atom 10 (C): 0.012, atom 11 (C): -0.436, atom 12 (C): -0.498, atom 13 (C): 0.984, atom 14 (F): -0.343, atom 15 (F): -0.317, atom 16 (F): -0.323, atom 17 (C): -0.397, atom 18 (P): 1.123, atom 19 (O): -0.995, atom 20 (Cl): -0.306, atom 21 (N): -0.447, atom 22 (Cl): 0.099, atom 23 (C): 0.189, atom 24 (C): -0.044, atom 25 (C): -0.083, atom 26 (O): -0.516, atom 27 (C): 0.244, atom 28 (O): -0.539, atom 29 (C): -0.096, atom 30 (C): -0.083, atom 31 (O): -0.715, atom 32 (C): -0.193, atom 33 (C): -0.188, atom 34 (C): -0.216, atom 35 (C): -0.189, atom 36 (S): 0.333, atom 37 (H): 0.208, atom 38 (H): 0.222, atom 39 (H): 0.212, atom 40 (H): 0.174, atom 41 (H): 0.190, atom 42 (H): 0.496, atom 43 (H): 0.225, atom 44 (H): 0.219, atom 45 (H): 0.245, atom 46 (H): 0.242, atom 47 (H): 0.238, atom 48 (H): 0.502, atom 49 (H): 0.179, atom 50 (H): 0.184, atom 51 (H): 0.162, atom 52 (H): 0.127, atom 53 (H): 0.182, atom 54 (H): 0.166, atom 55 (H): 0.159, atom 56 (H): 0.179, atom 57 (H): 0.463, atom 58 (H): 0.216, atom 59 (H): 0.222, atom 60 (H): 0.226